# 1
132
Properties=species:S:1:pos:R:3 method="wB97M-V/def2-TZVPD" lumo_energy_ev=3.616 homo_ev=-1.18 charge=-2 max_force_ev_per_a=1.50 spin_multiplicity=1 de_lowest_kj_mol=42.5 gap_ev=4.79
Rb 0.132 0.259 -0.478
C -6.498 0.879 1.734
C -5.670 1.636 0.687
C -4.542 0.805 0.159
C -4.490 0.099 -1.003
C -5.555 -0.039 -2.047
C -6.422 -1.285 -1.819
C -3.177 -0.559 -1.023
N -2.480 -0.216 0.075
C -3.254 0.584 0.826
C -2.889 1.109 2.069
C -1.675 0.943 2.752
C -1.400 1.458 4.095
C -2.342 2.262 4.938
C -3.408 1.392 5.616
C -0.146 1.030 4.415
C 0.323 0.251 3.267
C 1.537 -0.447 3.215
C 1.976 -1.332 2.223
N 1.280 -1.653 1.119
C 1.978 -2.580 0.443
C 1.589 -3.166 -0.766
C 0.407 -2.958 -1.482
N -0.589 -2.137 -1.107
C -1.542 -2.177 -2.050
C -2.739 -1.447 -2.013
C -1.148 -3.109 -3.115
C 0.069 -3.601 -2.755
C 0.912 -4.612 -3.466
C 0.763 -6.017 -2.866
C -1.959 -3.451 -4.327
C -2.924 -4.613 -4.058
C 3.225 -2.884 1.153
C 3.229 -2.095 2.261
C 4.295 -1.980 3.307
C 4.065 -2.924 4.495
C 4.248 -3.891 0.730
C 3.820 -5.324 1.069
N -0.609 0.260 2.294
C 0.613 1.279 5.682
C 0.287 0.244 6.766
H -7.316 1.495 2.119
H -5.865 0.578 2.570
H -6.922 -0.027 1.297
H -5.276 2.552 1.136
H -6.324 1.942 -0.135
H -5.096 -0.107 -3.037
H -6.195 0.848 -2.047
H -5.790 -2.174 -1.786
H -7.162 -1.409 -2.614
H -6.948 -1.211 -0.866
H -3.657 1.676 2.591
H -2.842 3.015 4.320
H -1.778 2.799 5.708
H -4.005 0.874 4.865
H -4.076 1.997 6.237
H -2.936 0.637 6.246
H 2.186 -0.339 4.080
H 2.294 -3.866 -1.204
H -3.426 -1.617 -2.838
H 1.963 -4.315 -3.408
H 0.640 -4.644 -4.525
H 1.065 -6.009 -1.818
H 1.378 -6.743 -3.405
H -0.276 -6.347 -2.911
H -1.297 -3.720 -5.155
H -2.534 -2.578 -4.645
H -2.366 -5.519 -3.819
H -3.555 -4.814 -4.929
H -3.564 -4.379 -3.206
H 4.334 -0.952 3.676
H 5.270 -2.202 2.862
H 3.071 -2.762 4.915
H 4.809 -2.761 5.280
H 4.131 -3.964 4.170
H 5.202 -3.676 1.221
H 4.413 -3.811 -0.348
H 3.658 -5.432 2.143
H 4.582 -6.046 0.760
H 2.885 -5.571 0.565
H 0.383 2.281 6.062
H 1.688 1.251 5.482
H -0.758 0.330 7.067
H 0.914 0.380 7.652
H 0.446 -0.762 6.376
C -0.855 3.302 -3.248
C 0.073 2.416 -4.028
C -0.019 2.332 -5.433
C 0.796 1.471 -6.112
C 1.715 0.666 -5.406
C 2.565 -0.290 -5.995
Br 2.596 -0.518 -7.903
C 3.400 -1.069 -5.231
C 3.441 -0.892 -3.858
Br 4.629 -1.971 -2.839
C 2.679 0.071 -3.140
O 2.793 0.286 -1.916
C 1.756 0.835 -3.991
N 0.948 1.704 -3.355
H -1.028 4.251 -3.761
H -0.447 3.481 -2.255
H -1.820 2.803 -3.127
H -0.741 2.941 -5.963
H 0.739 1.391 -7.189
H 4.030 -1.814 -5.697
Cl -2.892 3.702 -0.436
C -2.206 4.161 1.116
Cl -2.112 5.927 1.301
H -1.201 3.758 1.167
H -2.837 3.777 1.905
C 4.249 3.312 -2.424
C 4.169 4.120 -1.128
C 2.727 4.363 -0.696
S 1.895 2.793 -0.201
O 0.474 3.210 -0.040
C 2.592 2.715 1.508
C 1.644 3.257 2.565
C 1.450 4.772 2.535
H 5.289 3.163 -2.722
H 3.729 3.827 -3.235
H 3.782 2.335 -2.287
H 4.674 5.083 -1.252
H 4.702 3.576 -0.342
H 2.129 4.734 -1.531
H 2.646 5.062 0.136
H 3.554 3.233 1.513
H 2.757 1.649 1.679
H 2.031 2.963 3.545
H 0.680 2.762 2.448
H 2.413 5.290 2.611
H 0.826 5.086 3.374
H 0.953 5.082 1.618



# 2
18
Properties=species:S:1:pos:R:3 method="wB97M-V/def2-TZVPD" lumo_energy_ev=0.092 smiles="C=C1C=C(C)C=C1C" homo_ev=-8.09 charge=0 max_force_ev_per_a=4.85 spin_multiplicity=1 de_lowest_kj_mol=366.4 gap_ev=8.18
C 1.619 -1.189 -1.318
C 0.635 -0.702 -0.526
C -0.754 -0.932 -0.630
C -1.377 0.104 -0.003
C -2.894 -0.003 0.462
C -0.322 1.059 0.457
C 0.922 0.491 0.286
C 2.212 1.056 0.934
H 1.280 -2.026 -1.856
H 2.664 -0.638 -1.638
H -1.122 -1.847 -1.240
H -2.926 -0.342 1.550
H -3.573 1.029 0.540
H -3.308 -0.864 0.023
H -0.481 1.830 1.100
H 2.426 0.412 1.936
H 1.825 1.919 1.426
H 2.975 1.223 0.183